ORCA calculation (ωB97M-V/def2-TZVPD) on C14H16N4O3 in the gas phase in a non-equilibrium geometry.

Computed properties:
- SMILES string = CC1=C(C(=O)OC(C)C)[C@@H](c2ccco2)N/C(=N/C#N)N1
- calculated total energy (eV) = -26879.508
- ΔE to the lowest compared entry with this formula, charge and spin (kJ/mol) = 352.6
- total charge = 0
- LUMO (eV) = 0.291
- Kohn-Sham gap (eV) = 9.01
- molecular weight (u) = 288.3

Each line ends with the natural charge from an NBO analysis.
Positions of all 37 atoms, in Å:
N -0.696 -6.017 1.154  -0.4316
O -1.041 1.515 -1.292  -0.6005
C -0.468 -5.409 0.208  0.4123
N -0.324 -4.550 -0.823  -0.6190
O 2.479 -1.567 -1.275  -0.4164
O -0.561 1.586 0.941  -0.5142
C -0.739 0.959 -0.263  0.7885
C 3.642 -0.955 -1.682  0.0868
C 3.355 0.199 -2.392  -0.3156
C 1.910 0.284 -2.415  -0.2910
C -1.038 -1.339 0.685  0.2974
C 1.407 -0.794 -1.716  0.2394
C -0.638 -0.491 -0.328  -0.2235
C -0.474 -3.292 -0.626  0.6548
N -0.855 -2.695 0.544  -0.6074
N -0.254 -2.510 -1.686  -0.5611
C -1.685 -0.904 1.976  -0.6562
C -0.068 -1.080 -1.614  -0.0877
C 0.139 3.912 0.565  -0.6350
C -1.345 3.245 2.505  -0.6177
C -0.937 2.951 1.063  0.0839
H 4.656 -1.276 -1.380  0.2172
H 4.068 0.900 -2.874  0.2355
H 1.382 1.100 -2.911  0.2390
H -1.084 -3.350 1.285  0.4362
H 0.214 -2.998 -2.456  0.4276
H -0.903 -0.720 2.754  0.2463
H -2.376 -1.665 2.352  0.2253
H -2.230 0.032 1.799  0.2434
H -0.606 -0.616 -2.457  0.2522
H 0.507 3.533 -0.409  0.2299
H -0.206 4.941 0.381  0.2220
H 0.970 3.969 1.283  0.2066
H -2.104 2.528 2.833  0.2124
H -1.809 4.258 2.591  0.2225
H -0.458 3.171 3.189  0.2099
H -1.832 3.148 0.489  0.1878